Entry 1:
A structure of composition C41H44BrFN3O5S3Y. Source: OMol25; level of theory: ωB97M-V/def2-TZVPD.

Last column: Mulliken charge in e.
Element x y z (Å)
Y1 -1.47072 -0.49241 0.55564  0.639
Br1 -4.61244 -0.16227 3.07255  -0.068
S1 -0.52122 -4.51057 1.26249  -0.425
S2 -1.64828 -2.15130 2.74739  -0.479
S3 0.18391 -4.00965 4.13032  -0.427
F1 -3.40040 0.08432 0.04663  -0.762
O1 -1.81275 2.51222 6.49116  -0.600
O2 -0.82045 1.45301 -0.11218  -0.040
O3 0.65863 -0.91222 0.31073  0.181
O4 3.48972 1.17255 -0.57143  -0.248
O5 2.18895 2.64083 -1.71780  -0.335
N1 -2.13065 1.00619 2.66162  0.049
N2 -2.07461 -2.49212 -0.83432  -0.514
N3 -3.34678 -2.91444 -0.30238  0.101
C1 -0.62884 3.27307 -1.64935  -0.411
C2 -1.04933 -0.65344 -4.65483  -0.753
C3 2.14731 0.64500 -0.61377  -1.482
C4 -3.00123 1.29185 4.86849  -0.841
C5 4.21841 3.43262 -0.68432  -1.829
C6 -0.92463 2.32066 4.25836  -0.774
C7 -1.68380 0.40463 -2.57954  -0.449
C8 2.58151 1.40932 2.32955  0.797
C9 1.89347 -0.35595 0.53147  2.116
C10 -0.40605 0.94949 -2.43536  0.291
C11 1.54730 -0.65260 2.97156  -0.539
C12 -4.57681 -3.41893 -2.33484  -1.713
C13 -0.13545 1.86926 -1.21945  2.362
C14 1.34643 1.93986 -0.77925  -0.334
C15 -0.64549 5.19697 -3.11352  -1.106
C16 0.21589 -0.09743 -4.53177  -1.169
C17 3.61675 -3.61096 -0.45778  -0.899
C18 -1.99765 -0.38426 -3.67863  -0.718
C19 -3.99590 -4.00521 -1.04742  1.712
C20 -2.13638 5.11579 -1.24120  -1.018
C21 -5.12841 -4.47356 -0.13714  -1.924
C22 3.53477 2.29672 -1.42462  1.369
C23 -0.67240 -3.62083 2.72616  0.130
C24 5.22714 -2.29202 0.73102  -1.017
C25 -3.07437 -5.18558 -1.37076  -1.533
C26 2.99342 -1.43995 0.39236  -0.130
C27 -1.89566 2.04910 5.21001  1.179
C28 2.22929 0.91143 4.66440  -0.710
C29 4.22537 1.94286 -2.73030  -1.835
C30 2.67026 -2.60996 -0.28450  -0.381
C31 4.27746 -1.29565 0.90568  -0.149
C32 2.69023 1.76560 3.67287  -0.937
C33 0.52652 0.70508 -3.44254  -0.074
C34 -1.08718 1.76707 3.00520  -0.515
C35 1.65187 -0.30231 4.30743  -0.539
C36 -0.14784 3.95005 -2.77003  -0.075
C37 -1.64359 5.79006 -2.34676  -0.512
C38 2.00075 0.19943 1.96287  -0.128
C39 4.90089 -3.45446 0.04402  -0.507
C40 -1.63323 3.86576 -0.89536  -0.348
C41 -3.06403 0.80471 3.57403  -0.053
H1 1.10768 -1.60626 2.71059  0.107
H2 1.50783 1.15245 -3.37780  0.398
H3 -2.56720 -5.52967 -0.46805  0.246
H4 1.64892 -2.73807 -0.61700  0.201
H5 3.59880 3.74541 0.15597  0.376
H6 -5.25885 -4.13184 -2.80655  0.478
H7 -1.29668 -1.28185 -5.50225  0.380
H8 2.98554 2.06820 1.57509  0.139
H9 3.79484 1.02360 -3.12744  0.336
H10 -1.37241 -3.20947 -0.59392  -0.118
H11 -3.79204 -3.19339 -3.06299  0.300
H12 -4.72093 -4.93667 0.76433  0.422
H13 -0.04185 2.90432 4.48272  0.301
H14 5.63566 -4.24282 -0.07474  0.368
H15 4.36472 4.28756 -1.34702  0.418
H16 6.22076 -2.16574 1.14671  0.398
H17 -3.77482 1.07425 5.58831  0.402
H18 -3.11238 -3.23398 0.63967  0.185
H19 1.27594 -0.99576 5.05069  0.419
H20 -2.44755 0.60491 -1.83147  0.637
H21 4.09288 2.74540 -3.45845  0.334
H22 -5.75924 -5.20457 -0.64837  0.435
H23 4.53719 -0.39587 1.45061  0.408
H24 -0.25530 5.70703 -3.98727  0.379
H25 -5.11307 -2.49492 -2.11323  0.344
H26 2.02850 0.03797 -1.51712  0.781
H27 5.29200 1.78218 -2.56538  0.434
H28 0.62353 3.49686 -3.37744  0.334
H29 -3.00169 -0.78520 -3.76770  0.573
H30 -2.03720 6.76315 -2.61781  0.362
H31 -2.92449 5.55732 -0.64157  0.425
H32 -2.30939 -4.91014 -2.10054  0.269
H33 -2.14917 -2.38850 -1.83886  0.101
H34 3.33710 -4.52928 -0.96036  0.417
H35 3.15191 2.71185 3.93717  0.404
H36 2.32407 1.18739 5.70986  0.364
H37 -3.65421 -6.01014 -1.79685  0.474
H38 0.97143 -0.28850 -5.28550  0.432
H39 -2.01571 3.31161 -0.04787  0.342
H40 -0.95976 2.94386 6.60017  0.295
H41 1.31715 2.49308 0.16517  0.981
H42 -5.74040 -3.62081 0.16227  0.392
H43 -0.34887 1.92484 2.22650  0.361
H44 5.18709 3.10279 -0.30516  0.339

- E_LUMO (eV) = 3.9
- net charge = -2
- energy relative to the best compared isomer or geometry (same formula, charge and spin) (kcal/mol) = 14.5
- maximum force (Eh/bohr) = 0.0127
- E (hartree) = -6036.2779
- orbital gap (eV) = 4.89


Entry 2:
A structure of composition C41H44ClIN8O8PPb. Source: OMol25; level of theory: ωB97M-V/def2-TZVPD.

Last column: Mulliken charge in e.
Element x y z (Å)
Pb1 -1.20897 -0.63119 0.21923  1.694
I1 -4.28234 0.02224 -3.81746  0.060
Cl1 0.59399 1.14912 -7.31605  -0.278
P1 2.05261 0.17753 1.33497  -1.235
O1 -4.42798 -0.23098 0.55633  -0.480
O2 0.17130 -3.69619 -0.34049  -0.283
O3 0.03705 -1.08856 -1.92658  0.292
O4 1.71271 -3.93474 -1.86191  -0.473
O5 -7.30980 -3.40680 2.47586  -0.590
O6 -2.82337 -2.00496 2.24535  -0.640
O7 -4.70187 -3.56135 3.91040  -0.602
O8 -7.26751 -0.67686 1.27144  -0.602
N1 -3.22584 -2.08715 -2.06890  0.098
N2 2.72151 0.89641 -0.05998  0.404
N3 0.53361 0.03321 1.38490  -0.174
N4 2.93253 -1.24074 1.53212  1.554
N5 -1.68033 1.35964 -1.39884  1.177
N6 2.76994 1.13029 2.56129  0.322
N7 -2.08950 1.47885 1.31346  1.201
N8 0.62705 -3.71892 -1.43391  0.750
C1 -3.33733 3.15924 -1.64759  -0.672
C2 -4.98475 -2.85427 2.96698  0.083
C3 0.88654 -0.78081 -5.40779  -0.625
C4 -2.56273 2.32844 -0.87396  0.132
C5 -0.43692 0.71128 -3.43586  0.333
C6 1.08132 2.73519 4.34130  -1.208
C7 2.47816 0.69077 3.92507  -1.040
C8 2.73688 2.58612 2.47554  -0.951
C9 -4.28608 4.25514 0.27983  -0.888
C10 0.39363 0.49789 -5.70489  -0.159
C11 -3.00870 2.47083 3.27507  -1.520
C12 -3.40087 -2.82826 -4.33498  -0.570
C13 2.56882 2.76456 -1.64771  -1.212
C14 -0.24520 1.21939 -4.73926  -1.259
C15 -2.93439 -4.07836 -3.96984  -0.302
C16 -1.20000 1.57492 -2.57283  -0.995
C17 -3.67534 3.39268 2.52474  -0.878
C18 -2.78245 -3.29697 -1.72717  -0.287
C19 5.06487 -2.42194 1.20923  -0.634
C20 3.31581 0.03168 -1.08548  1.603
C21 1.14197 1.21315 4.44912  0.232
C22 -2.62528 -4.32538 -2.63974  -0.942
C23 1.39476 3.17490 2.91137  0.548
C24 1.80252 1.84716 -0.70556  0.268
C25 4.35473 -1.22433 1.83618  -1.067
C26 -3.56240 3.37269 1.11578  1.205
C27 -2.22812 1.50413 2.61007  -0.543
C28 -4.18632 4.12753 -1.07290  -1.089
C29 -3.53039 -1.87965 -3.32718  -0.018
C30 3.28364 1.94153 -2.71495  -0.275
C31 -4.05131 -1.97428 2.19035  0.597
C32 0.08431 -0.57979 -3.09185  0.420
C33 0.73859 -1.29419 -4.15049  -0.816
C34 2.90557 -3.67579 1.27470  -0.457
C35 -4.86505 -1.06309 1.33328  0.598
C36 -6.36858 -2.65638 2.37797  0.451
C37 -2.72252 2.39587 0.54453  -0.664
C38 4.39076 -3.72771 1.62151  -1.042
C39 4.14455 0.87099 -2.05104  -1.259
C40 -6.32031 -1.35830 1.59121  0.093
C41 2.25781 -2.46533 1.93336  -0.452
H1 2.52756 -0.49755 -1.64130  -0.595
H2 -0.63488 2.20153 -4.98083  0.386
H3 1.82002 3.17928 5.02115  0.440
H4 1.13725 -2.26991 -3.90816  0.404
H5 -1.39889 2.54819 -3.03375  0.555
H6 -3.32703 3.05651 -2.72397  0.640
H7 3.29328 1.05544 4.56642  0.369
H8 3.30276 3.33775 -1.07006  0.346
H9 6.11683 -2.41506 1.50728  0.405
H10 2.39580 -4.58658 1.59752  0.458
H11 5.03225 -2.33289 0.11911  0.186
H12 3.93789 -0.71963 -0.60809  -0.603
H13 4.77945 -0.28473 1.48432  0.442
H14 -4.77168 4.76269 -1.72520  0.386
H15 1.39475 -1.34850 -6.17722  0.393
H16 4.50758 -1.25757 2.92801  0.400
H17 -4.93830 4.99370 0.72880  0.416
H18 4.49948 -3.86045 2.70469  0.366
H19 1.87692 3.47557 -2.10772  0.413
H20 0.99284 0.88583 5.48194  0.435
H21 -4.31169 4.13713 2.98878  0.402
H22 0.36135 0.77358 3.82709  -0.337
H23 4.87672 -4.58123 1.14302  0.429
H24 2.53413 1.45510 -3.34768  -0.185
H25 4.95457 1.34924 -1.48960  0.328
H26 -1.71880 0.71867 3.15700  0.625
H27 -3.08572 2.45103 4.35330  0.530
H28 3.00829 2.88470 1.46559  0.115
H29 -2.81512 -4.85205 -4.71772  0.382
H30 0.61039 2.80732 2.24213  -0.454
H31 3.52211 2.97085 3.14278  0.563
H32 -2.26425 -5.29170 -2.31539  0.441
H33 1.04397 1.29344 -1.26950  -0.606
H34 1.20431 -2.37661 1.67694  -0.057
H35 3.88751 2.58161 -3.36319  0.503
H36 -2.53567 -3.43134 -0.67995  0.661
H37 4.59742 0.21935 -2.80316  0.416
H38 1.26672 2.41853 0.05037  0.189
H39 2.78637 -3.59359 0.18981  -0.020
H40 0.09938 3.10377 4.65015  0.504
H41 2.49767 -0.40044 3.95788  0.282
H42 1.42523 4.26619 2.83961  0.422
H43 2.32054 -2.58743 3.02874  0.284
H44 -3.65425 -2.58990 -5.35727  0.404

- E_LUMO (spin up / spin down) (eV) = 0.6 / 0.9
- net charge = -1
- energy relative to the best compared isomer or geometry (same formula, charge and spin) (kcal/mol) = 20.0
- maximum force (Eh/bohr) = 0.0050
- E (hartree) = -3920.8739
- orbital gap (spin up / spin down) (eV) = 5.58 / 6.01